8
Properties=species:S:1:pos:R:3 method="wB97M-V/def2-TZVPD" total_energy_ha=-737.78203 e_above_lowest_kj_mol=416.5 homo_ev="-8.9313 / -9.2802" homo_lumo_gap_ha="0.3336 / 0.3346" spin_multiplicity=1
C -1.165 0.753 -0.160
C 1.114 -0.862 0.260
F 1.798 -0.112 -0.618
F 1.716 -0.681 1.424
Cl -2.565 0.279 -1.047
H -1.426 0.954 0.875
H -0.496 1.531 -0.683
H 1.023 -1.862 -0.051

21
Properties=species:S:1:pos:R:3 method="wB97M-V/def2-TZVPD" total_energy_ha=-1613.48674 e_above_lowest_kj_mol=374.4 homo_ev="-7.5246 / -7.5245" homo_lumo_gap_ha="0.2361 / 0.2360" spin_multiplicity=1
C -1.448 -2.215 -0.504
C -1.696 2.452 0.101
C -2.971 2.141 0.664
C -1.564 0.263 -0.175
C -1.163 -0.897 -0.825
C 1.102 -0.914 -0.106
C 2.421 -0.968 2.396
C 1.468 -0.001 -2.506
N -1.693 -3.369 -0.597
N -0.926 1.393 -0.291
S -3.164 0.357 0.606
S 0.894 -1.357 1.401
S 2.335 -0.222 -0.943
H -1.217 3.364 0.360
H -3.863 2.632 1.029
H 2.256 -1.722 3.225
H 2.334 0.034 2.620
H 3.236 -1.179 1.732
H 2.228 0.300 -3.315
H 0.744 0.740 -2.216
H 0.686 -0.833 -2.656